Entry from OMol25: C27H29FN2O3SbSe5W as an isolated structure in a non-equilibrium geometry (ωB97M-V/def2-TZVPD).

* energy relative to the best compared isomer or geometry (same formula, charge and spin): 106.4 kcal per mole
* spin multiplicity: 3
* ⟨S²⟩: 2.059
* max |F|: 3.86 eV/A
* total charge: -1
* orbital gap (spin up / spin down): 4.9 / 5.1 eV
* M: 1148.94 Da

Element x y z (Å)
W: 0.1327 1.4567 -1.5079
C: -2.2656 4.3725 0.7539
C: -2.4661 2.8801 0.6653
C: -1.6829 2.0553 1.4931
C: -0.6433 2.7187 2.3669
C: -2.0480 0.7148 1.6607
C: -1.5990 -0.0940 2.8592
C: -2.9872 0.1439 0.7969
C: -3.2462 -1.3433 0.8577
C: -3.7190 0.9517 -0.0716
C: -4.7862 0.3481 -0.9518
C: -3.5252 2.3361 -0.0666
C: -4.4671 3.2256 -0.8375
H: -2.5790 4.7296 1.7416
H: -2.8309 4.9184 0.0048
H: -1.2155 4.6419 0.6391
H: -1.1210 3.3590 3.1166
H: 0.0152 3.3547 1.7769
H: -0.0104 2.0053 2.8895
H: -0.9352 -0.9231 2.6020
H: -2.4803 -0.5224 3.3408
H: -1.0960 0.5202 3.6019
H: -4.1687 -1.5710 1.4023
H: -2.4294 -1.8694 1.3474
H: -3.3435 -1.7625 -0.1429
H: -5.7470 0.3048 -0.4281
H: -4.5313 -0.6658 -1.2502
H: -4.9215 0.9273 -1.8623
H: -4.0760 3.4673 -1.8296
H: -4.6446 4.1690 -0.3281
H: -5.4355 2.7485 -0.9759
Se: -0.0443 6.7537 -4.6904
Sb: -1.3938 6.0161 -2.8602
Se: 1.9848 2.3468 -0.3893
Se: -0.5889 3.5592 -2.1387
Se: -3.7528 6.4427 -3.0867
C: 4.9269 -3.8039 -2.1550
C: 4.1595 -3.9461 -0.8431
C: 5.1404 -3.9815 0.3191
C: 4.4006 -4.0842 1.6392
C: 3.4512 -2.9273 1.7686
C: 3.1816 -2.3826 3.0076
C: 2.3194 -1.2977 3.1117
F: 2.1058 -0.7595 4.3243
C: 1.6716 -0.7797 2.0310
C: 1.9024 -1.3465 0.7718
C: 1.2020 -0.8981 -0.3719
O: 0.1717 -0.1135 -0.2741
C: 1.6127 -1.3699 -1.6490
C: 2.5578 -2.3323 -1.7467
N: 3.1763 -2.8519 -0.6552
C: 2.8504 -2.3851 0.6230
C: 0.8796 -0.7887 -2.8323
O: 0.1267 -1.4115 -3.5236
O: 1.1134 0.5797 -2.9569
H: 5.7948 -4.4615 -2.1280
H: 5.2786 -2.7788 -2.2823
H: 4.3353 -4.0835 -3.0250
H: 3.6084 -4.8931 -0.8585
H: 5.7441 -3.0691 0.3048
H: 5.8043 -4.8345 0.1794
H: 5.0967 -4.0855 2.4779
H: 3.8470 -5.0282 1.6694
H: 3.6544 -2.7846 3.8939
H: 1.0241 0.0812 2.1191
H: 2.8743 -2.6966 -2.7101
Se: -1.7248 1.2685 -5.1082
C: -1.8637 0.8139 -3.3970
N: -1.7747 0.7153 -2.2227

Atoms 1-2, force components in eV/Å:
W 1.45 3.58 0.02
C 0.12 -0.06 -0.03

=====

Entry from OMol25: C27H29N5O4 as an isolated structure in a non-equilibrium geometry (ωB97M-V/def2-TZVPD).

* energy relative to the best compared isomer or geometry (same formula, charge and spin): 641.5 kcal per mole
* max |F|: 18.85 eV/A
* orbital gap: 7.0 eV
* M: 487.56 Da

Element x y z (Å)
O: -3.5155 -1.4947 1.2992
C: -3.6500 -0.4517 0.6507
N: -2.7191 0.4579 0.0488
C: -1.4331 0.1622 -0.0377
C: -0.7825 -1.0325 0.4451
C: 0.5049 -1.0514 0.5245
C: 1.2186 -0.1683 -0.1056
C: 0.5874 1.0359 -0.9959
C: -0.8116 1.1534 -0.8353
H: -1.2313 1.9060 -1.2298
H: 1.0706 1.9473 -1.4500
N: 2.5631 -0.0644 -0.4950
C: 3.5028 0.7522 -0.9780
H: 3.5012 1.0875 -1.9284
C: 4.9042 0.7514 -0.4967
H: 4.8226 0.6385 0.8442
H: 5.5222 1.5014 -0.5626
C: 5.5269 -0.5387 -0.9013
C: 6.7388 -0.8938 -0.0870
O: 6.3724 -1.8550 0.8785
N: 7.8091 -0.4199 -0.1615
C: 8.1676 0.8190 -0.6925
H: 7.5088 1.1748 -1.4796
C: 8.6039 1.9161 0.2804
O: 9.6649 1.6334 0.7664
C: 9.3290 0.3760 1.7630
H: 10.0908 -0.0858 2.4246
C: 8.9165 -0.6674 0.8415
H: 8.4047 -1.6937 1.5730
H: 9.7985 -1.1953 0.3881
H: 8.3845 0.7409 2.3345
H: 9.0462 2.6854 -0.5756
H: 7.8018 2.2319 0.6788
H: 9.1527 0.3077 -1.4453
C: 4.4598 -1.6308 -1.1944
H: 4.9837 -2.3476 -1.0388
H: 4.1192 -1.4846 -2.3828
C: 3.3460 -1.4043 0.0665
H: 2.6195 -2.1932 -0.3488
H: 3.6316 -1.3887 0.9133
H: 6.0954 -0.3237 -1.7890
H: 2.9362 1.9435 -0.2307
H: 0.9591 -1.8155 1.0137
H: -1.4055 -1.7214 1.2011
H: -3.3252 1.2482 -0.4779
C: -5.0436 0.0028 0.5155
C: -5.4933 1.2999 0.5139
N: -6.6992 1.6445 0.4017
C: -7.7292 0.9266 0.2152
N: -7.6483 -0.4048 0.4606
C: -6.2332 -0.7930 0.4741
H: -6.0490 -1.8607 0.5547
O: -8.8095 1.3506 0.1200
C: -10.0127 0.3579 0.1498
C: -11.1321 0.7398 0.8228
C: -12.3531 0.1504 0.7480
C: -12.4039 -1.1231 -0.3509
C: -11.2960 -1.4087 -0.8865
C: -10.0329 -0.5703 -0.7618
H: -9.0109 -0.9547 -1.0089
H: -11.1375 -2.3508 -1.6748
H: -13.2258 -1.6603 -0.3186
H: -13.2534 0.3456 0.9866
H: -11.3909 1.6508 1.4448
H: -4.8370 2.1091 0.5782

Atoms 1-2, force components in eV/Å:
O 1.27 1.22 -1.16
C -0.69 0.05 0.40

=====

Entry from OMol25: C27H30AlF5N2PS2Se2 as an isolated structure (ωB97M-V/def2-TZVPD).

* max |F|: 0.79 eV/A
* total charge: +1
* orbital gap: 8.2 eV
* M: 757.55 Da

Element x y z (Å)
Al: -0.3205 -0.9482 0.2751
F: 2.3116 -1.0183 6.5850
C: 2.2179 -1.0303 5.2589
C: 0.9689 -1.0676 4.6402
F: -0.1457 -1.1036 5.3635
C: 0.9043 -1.0450 3.2576
F: -0.3039 -1.0980 2.6214
C: 2.0327 -0.9534 2.4471
S: 1.9068 -0.8172 0.7132
C: 3.2768 -0.9476 3.0882
F: 4.3911 -0.8798 2.3653
C: 3.3702 -0.9947 4.4750
F: 4.5621 -0.9841 5.0602
Se: -0.1559 -0.9350 -2.2073
P: -1.4349 -2.6701 -1.7490
Se: -1.6148 -2.9458 0.4418
C: -3.0715 -2.3509 -2.4817
C: -3.1399 -1.9357 -3.8073
C: -4.3670 -1.6183 -4.3605
C: -5.5162 -1.6915 -3.5884
C: -5.4454 -2.1079 -2.2702
C: -4.2241 -2.4456 -1.7137
C: -0.6376 -4.1235 -2.4974
C: -0.2260 -4.0505 -3.8237
C: 0.4693 -5.1080 -4.3809
C: 0.7731 -6.2210 -3.6119
C: 0.3516 -6.2960 -2.2956
C: -0.3611 -5.2505 -1.7353
H: -2.2389 -1.8457 -4.3967
H: -4.4250 -1.3075 -5.3916
H: -6.4682 -1.4095 -4.0115
H: -6.3388 -2.1686 -1.6686
H: -4.1690 -2.7750 -0.6854
H: -0.4321 -3.1663 -4.4096
H: 0.7818 -5.0589 -5.4118
H: 1.3537 -7.0260 -4.0358
H: 0.5796 -7.1647 -1.6981
H: -0.6943 -5.3092 -0.7083
C: -2.8090 3.8579 3.4641
C: -1.5585 4.5806 2.9746
C: -0.2679 3.9474 3.4995
C: 0.0091 2.5757 2.8892
N: 0.3358 2.6981 1.4816
C: -0.2518 2.0821 0.4738
S: -1.5591 0.9664 0.7513
N: 0.0885 2.3168 -0.7845
C: 1.1900 3.1369 -1.2577
C: 2.5408 2.4278 -1.1242
C: 3.6708 3.3233 -1.6298
C: 5.0314 2.6585 -1.4845
H: -3.6967 4.4173 3.1837
H: -2.7930 3.7662 4.5470
H: -2.8911 2.8640 3.0315
H: -1.5940 5.6178 3.3124
H: -1.5478 4.5909 1.8816
H: -0.3425 3.8304 4.5801
H: 0.5788 4.6077 3.2975
H: -0.8689 1.9390 2.9884
H: 0.8558 2.1010 3.3975
H: 1.0479 3.3849 1.2706
H: -0.3963 1.7659 -1.4857
H: 1.2007 4.0931 -0.7244
H: 0.9966 3.3519 -2.3096
H: 2.5107 1.4978 -1.6994
H: 2.7232 2.1602 -0.0808
H: 3.6637 4.2604 -1.0684
H: 3.4923 3.5650 -2.6786
H: 5.2393 2.4260 -0.4441
H: 5.8084 3.3221 -1.8491
H: 5.0703 1.7364 -2.0559

Atoms 1-2, force components in eV/Å:
Al 0.57 0.55 0.08
F -0.05 -0.07 -0.21

=====

Entry from OMol25: C27H30AsBrN4PtS as an isolated structure (ωB97M-V/def2-TZVPD).

* max |F|: 0.18 eV/A
* total charge: +4
* orbital gap: 5.6 eV
* M: 792.54 Da

Element x y z (Å)
Pt: -0.6156 0.4085 -0.3218
C: 2.4220 3.3744 2.4275
N: 1.0823 3.7544 1.9936
C: 0.6496 5.1675 2.0894
C: -0.7547 5.1508 1.4609
N: -0.9949 3.7007 1.2946
C: 0.0847 2.9944 1.6145
S: 0.1312 1.2388 1.7168
H: 2.5553 3.6582 3.4711
H: 3.1578 3.9017 1.8219
H: 2.5583 2.3023 2.3242
H: 1.3506 5.8023 1.5511
H: 0.6462 5.4639 3.1386
H: -0.7907 5.6514 0.4949
H: -1.5063 5.5864 2.1145
H: -1.9114 3.2931 1.2155
C: 3.5678 -3.6680 1.9907
C: 2.9040 -4.4541 1.0539
C: 1.7867 -3.9607 0.4095
C: 1.3354 -2.6612 0.7301
C: 2.0099 -1.8616 1.6723
C: 3.1229 -2.3758 2.2964
As: -0.2616 -2.1816 -0.0674
C: -0.7353 -3.1685 -1.5828
C: -2.0073 -3.7579 -1.6821
C: -2.2796 -4.5590 -2.7762
C: -1.3124 -4.7506 -3.7615
C: -0.0525 -4.1591 -3.6583
C: 0.2539 -3.3737 -2.5633
C: -1.6540 -1.2857 0.8514
C: -2.9639 -1.2072 0.2726
C: -4.0588 -1.0122 1.0757
C: -3.8967 -0.9538 2.4672
C: -2.6350 -1.0642 3.0653
C: -1.5235 -1.2228 2.2802
H: 4.4444 -4.0607 2.4909
H: 3.2555 -5.4529 0.8322
H: 1.2576 -4.5826 -0.3008
H: 1.6869 -0.8529 1.8931
H: 3.6598 -1.7821 3.0238
H: -2.7470 -3.6490 -0.8992
H: -3.2400 -5.0508 -2.8565
H: -1.5379 -5.3796 -4.6136
H: 0.6913 -4.3276 -4.4259
H: 1.2416 -2.9365 -2.4685
H: -3.0974 -1.3199 -0.7948
H: -5.0480 -0.9382 0.6431
H: -4.7729 -0.8370 3.0955
H: -2.5416 -1.0410 4.1432
H: -0.5518 -1.3450 2.7437
Br: 2.6888 5.2261 -3.5294
C: 1.7709 3.9136 -2.6135
C: 2.4519 2.9252 -1.8993
C: 1.7360 1.9576 -1.2343
N: 0.3855 1.9242 -1.2539
C: -0.2788 2.8851 -1.9376
C: 0.3716 3.8825 -2.6204
H: 3.5330 2.9048 -1.8704
H: 2.2357 1.1810 -0.6727
H: -1.3608 2.8449 -1.9239
H: -0.1994 4.6262 -3.1601
N: -1.3366 -0.0775 -2.2891
H: -0.8638 0.5318 -2.9575
H: -2.3351 0.0910 -2.4147
H: -1.1636 -1.0312 -2.6103

Atoms 1-2, force components in eV/Å:
Pt 0.05 0.02 0.02
C -0.02 0.00 0.00

=====

Copy entry 1 word for word.
Entry from OMol25: C27H29FN2O3SbSe5W as an isolated structure in a non-equilibrium geometry (ωB97M-V/def2-TZVPD).

* energy relative to the best compared isomer or geometry (same formula, charge and spin): 106.4 kcal per mole
* spin multiplicity: 3
* ⟨S²⟩: 2.059
* max |F|: 3.86 eV/A
* total charge: -1
* orbital gap (spin up / spin down): 4.9 / 5.1 eV
* M: 1148.94 Da

Element x y z (Å)
W: 0.1327 1.4567 -1.5079
C: -2.2656 4.3725 0.7539
C: -2.4661 2.8801 0.6653
C: -1.6829 2.0553 1.4931
C: -0.6433 2.7187 2.3669
C: -2.0480 0.7148 1.6607
C: -1.5990 -0.0940 2.8592
C: -2.9872 0.1439 0.7969
C: -3.2462 -1.3433 0.8577
C: -3.7190 0.9517 -0.0716
C: -4.7862 0.3481 -0.9518
C: -3.5252 2.3361 -0.0666
C: -4.4671 3.2256 -0.8375
H: -2.5790 4.7296 1.7416
H: -2.8309 4.9184 0.0048
H: -1.2155 4.6419 0.6391
H: -1.1210 3.3590 3.1166
H: 0.0152 3.3547 1.7769
H: -0.0104 2.0053 2.8895
H: -0.9352 -0.9231 2.6020
H: -2.4803 -0.5224 3.3408
H: -1.0960 0.5202 3.6019
H: -4.1687 -1.5710 1.4023
H: -2.4294 -1.8694 1.3474
H: -3.3435 -1.7625 -0.1429
H: -5.7470 0.3048 -0.4281
H: -4.5313 -0.6658 -1.2502
H: -4.9215 0.9273 -1.8623
H: -4.0760 3.4673 -1.8296
H: -4.6446 4.1690 -0.3281
H: -5.4355 2.7485 -0.9759
Se: -0.0443 6.7537 -4.6904
Sb: -1.3938 6.0161 -2.8602
Se: 1.9848 2.3468 -0.3893
Se: -0.5889 3.5592 -2.1387
Se: -3.7528 6.4427 -3.0867
C: 4.9269 -3.8039 -2.1550
C: 4.1595 -3.9461 -0.8431
C: 5.1404 -3.9815 0.3191
C: 4.4006 -4.0842 1.6392
C: 3.4512 -2.9273 1.7686
C: 3.1816 -2.3826 3.0076
C: 2.3194 -1.2977 3.1117
F: 2.1058 -0.7595 4.3243
C: 1.6716 -0.7797 2.0310
C: 1.9024 -1.3465 0.7718
C: 1.2020 -0.8981 -0.3719
O: 0.1717 -0.1135 -0.2741
C: 1.6127 -1.3699 -1.6490
C: 2.5578 -2.3323 -1.7467
N: 3.1763 -2.8519 -0.6552
C: 2.8504 -2.3851 0.6230
C: 0.8796 -0.7887 -2.8323
O: 0.1267 -1.4115 -3.5236
O: 1.1134 0.5797 -2.9569
H: 5.7948 -4.4615 -2.1280
H: 5.2786 -2.7788 -2.2823
H: 4.3353 -4.0835 -3.0250
H: 3.6084 -4.8931 -0.8585
H: 5.7441 -3.0691 0.3048
H: 5.8043 -4.8345 0.1794
H: 5.0967 -4.0855 2.4779
H: 3.8470 -5.0282 1.6694
H: 3.6544 -2.7846 3.8939
H: 1.0241 0.0812 2.1191
H: 2.8743 -2.6966 -2.7101
Se: -1.7248 1.2685 -5.1082
C: -1.8637 0.8139 -3.3970
N: -1.7747 0.7153 -2.2227

Atoms 1-2, force components in eV/Å:
W 1.45 3.58 0.02
C 0.12 -0.06 -0.03

=====

Repeat the second record exactly.
Entry from OMol25: C27H29N5O4 as an isolated structure in a non-equilibrium geometry (ωB97M-V/def2-TZVPD).

* energy relative to the best compared isomer or geometry (same formula, charge and spin): 641.5 kcal per mole
* max |F|: 18.85 eV/A
* orbital gap: 7.0 eV
* M: 487.56 Da

Element x y z (Å)
O: -3.5155 -1.4947 1.2992
C: -3.6500 -0.4517 0.6507
N: -2.7191 0.4579 0.0488
C: -1.4331 0.1622 -0.0377
C: -0.7825 -1.0325 0.4451
C: 0.5049 -1.0514 0.5245
C: 1.2186 -0.1683 -0.1056
C: 0.5874 1.0359 -0.9959
C: -0.8116 1.1534 -0.8353
H: -1.2313 1.9060 -1.2298
H: 1.0706 1.9473 -1.4500
N: 2.5631 -0.0644 -0.4950
C: 3.5028 0.7522 -0.9780
H: 3.5012 1.0875 -1.9284
C: 4.9042 0.7514 -0.4967
H: 4.8226 0.6385 0.8442
H: 5.5222 1.5014 -0.5626
C: 5.5269 -0.5387 -0.9013
C: 6.7388 -0.8938 -0.0870
O: 6.3724 -1.8550 0.8785
N: 7.8091 -0.4199 -0.1615
C: 8.1676 0.8190 -0.6925
H: 7.5088 1.1748 -1.4796
C: 8.6039 1.9161 0.2804
O: 9.6649 1.6334 0.7664
C: 9.3290 0.3760 1.7630
H: 10.0908 -0.0858 2.4246
C: 8.9165 -0.6674 0.8415
H: 8.4047 -1.6937 1.5730
H: 9.7985 -1.1953 0.3881
H: 8.3845 0.7409 2.3345
H: 9.0462 2.6854 -0.5756
H: 7.8018 2.2319 0.6788
H: 9.1527 0.3077 -1.4453
C: 4.4598 -1.6308 -1.1944
H: 4.9837 -2.3476 -1.0388
H: 4.1192 -1.4846 -2.3828
C: 3.3460 -1.4043 0.0665
H: 2.6195 -2.1932 -0.3488
H: 3.6316 -1.3887 0.9133
H: 6.0954 -0.3237 -1.7890
H: 2.9362 1.9435 -0.2307
H: 0.9591 -1.8155 1.0137
H: -1.4055 -1.7214 1.2011
H: -3.3252 1.2482 -0.4779
C: -5.0436 0.0028 0.5155
C: -5.4933 1.2999 0.5139
N: -6.6992 1.6445 0.4017
C: -7.7292 0.9266 0.2152
N: -7.6483 -0.4048 0.4606
C: -6.2332 -0.7930 0.4741
H: -6.0490 -1.8607 0.5547
O: -8.8095 1.3506 0.1200
C: -10.0127 0.3579 0.1498
C: -11.1321 0.7398 0.8228
C: -12.3531 0.1504 0.7480
C: -12.4039 -1.1231 -0.3509
C: -11.2960 -1.4087 -0.8865
C: -10.0329 -0.5703 -0.7618
H: -9.0109 -0.9547 -1.0089
H: -11.1375 -2.3508 -1.6748
H: -13.2258 -1.6603 -0.3186
H: -13.2534 0.3456 0.9866
H: -11.3909 1.6508 1.4448
H: -4.8370 2.1091 0.5782

Atoms 1-2, force components in eV/Å:
O 1.27 1.22 -1.16
C -0.69 0.05 0.40

=====

The highest max |F| belongs to which entry? C27H29N5O4